[1]
{"formula": "C35H25BrCuN8OS", "method": "ωB97M-V/def2-TZVPD", "symbols": ["Cu", "Br", "C", "C", "C", "C", "C", "C", "N", "N", "C", "C", "C", "C", "O", "C", "N", "C", "C", "C", "C", "H", "H", "H", "H", "H", "H", "H", "H", "H", "N", "C", "C", "C", "C", "C", "C", "C", "C", "C", "C", "C", "C", "N", "C", "C", "C", "C", "N", "H", "H", "H", "H", "H", "H", "H", "H", "H", "H", "C", "N", "C", "C", "N", "C", "S", "H", "H", "H", "H", "H", "H"], "coordinates": [[14.504, 11.432, 8.825], [20.746, 22.761, 7.308], [19.836, 21.090, 7.477], [18.627, 20.983, 8.093], [18.003, 19.751, 8.178], [18.575, 18.638, 7.625], [19.783, 18.747, 6.919], [20.418, 19.952, 6.912], [17.900, 17.407, 7.685], [18.647, 16.436, 7.776], [18.004, 15.148, 7.962], [18.804, 14.264, 8.571], [18.364, 12.997, 8.894], [17.031, 12.667, 8.651], [16.530, 11.536, 9.002], [16.215, 13.580, 7.904], [14.922, 13.154, 7.715], [14.201, 13.928, 7.017], [14.599, 15.188, 6.464], [15.812, 15.700, 6.777], [16.708, 14.862, 7.532], [18.113, 21.869, 8.501], [17.061, 19.692, 8.674], [20.243, 17.808, 6.506], [21.383, 20.124, 6.406], [19.815, 14.603, 8.825], [18.990, 12.292, 9.379], [13.133, 13.628, 6.964], [13.803, 15.715, 5.908], [16.041, 16.704, 6.501], [7.322, 8.290, 15.430], [7.991, 8.521, 14.519], [8.884, 8.891, 13.479], [8.964, 10.265, 13.158], [9.891, 10.760, 12.214], [10.705, 9.873, 11.556], [10.497, 8.491, 11.742], [9.619, 7.996, 12.693], [11.813, 10.341, 10.612], [11.541, 10.768, 9.356], [10.283, 10.722, 8.642], [10.520, 11.155, 7.364], [11.920, 11.436, 7.287], [12.488, 11.231, 8.472], [13.087, 10.199, 11.175], [13.413, 9.579, 12.380], [14.756, 9.514, 12.485], [15.281, 10.219, 11.379], [14.306, 10.615, 10.588], [8.344, 11.010, 13.684], [9.900, 11.844, 12.111], [11.126, 7.830, 11.111], [9.578, 6.922, 12.721], [9.357, 10.433, 9.132], [9.847, 11.285, 6.586], [12.528, 11.765, 6.451], [12.725, 9.300, 13.162], [15.375, 9.225, 13.307], [16.336, 10.499, 11.238], [18.131, 9.035, 7.778], [17.020, 8.594, 8.601], [17.207, 7.877, 9.746], [16.008, 7.335, 10.117], [15.090, 7.698, 9.151], [15.708, 8.491, 8.204], [14.945, 9.189, 6.901], [18.907, 9.192, 8.452], [17.748, 9.973, 7.321], [18.355, 8.379, 6.944], [18.164, 7.915, 10.133], [15.774, 6.771, 10.982], [14.118, 7.497, 9.076]], "multiplicity": 2, "relative_energy_ev": 0.9152, "e_homo_ev": [-7.597, -7.565], "max_force_ev_per_a": 3.6, "s_squared": 0.75}

[2]
{"formula": "C35H25N8O2Ti", "method": "ωB97M-V/def2-TZVPD", "symbols": ["Ti", "O", "C", "N", "C", "C", "C", "C", "C", "C", "N", "C", "O", "C", "C", "C", "C", "C", "N", "C", "C", "C", "C", "C", "N", "H", "H", "H", "H", "H", "H", "H", "H", "H", "H", "H", "H", "C", "C", "C", "C", "C", "C", "N", "C", "C", "C", "C", "C", "C", "N", "N", "C", "C", "C", "C", "C", "N", "H", "H", "H", "H", "H", "H", "H", "H", "H", "H", "H", "H", "H"], "coordinates": [[0.030, 0.632, 0.128], [0.416, 1.339, 4.223], [0.397, 1.312, 2.999], [-0.379, 0.608, 2.151], [-1.457, -0.205, 2.558], [-1.834, -0.469, 3.868], [-2.976, -1.226, 4.121], [-3.751, -1.684, 3.072], [-3.378, -1.419, 1.759], [-2.204, -0.729, 1.475], [-1.781, -0.387, 0.185], [-1.988, -1.271, -0.857], [-2.163, -0.934, -2.012], [-1.848, -2.761, -0.586], [-2.928, -3.636, -0.577], [-2.686, -4.982, -0.373], [-1.378, -5.410, -0.202], [-0.368, -4.462, -0.253], [-0.588, -3.163, -0.435], [1.323, 2.259, 2.236], [1.968, 3.297, 2.886], [2.706, 4.176, 2.111], [2.761, 4.005, 0.735], [2.060, 2.957, 0.163], [1.359, 2.110, 0.917], [-1.237, -0.075, 4.674], [-3.262, -1.431, 5.146], [-4.662, -2.238, 3.269], [-4.017, -1.725, 0.944], [-3.930, -3.269, -0.745], [-3.507, -5.688, -0.352], [-1.141, -6.453, -0.037], [0.672, -4.753, -0.141], [1.876, 3.372, 3.959], [3.228, 5.003, 2.577], [3.318, 4.679, 0.100], [2.029, 2.778, -0.905], [4.005, -1.331, 3.453], [2.680, -1.746, 3.423], [1.907, -1.551, 2.289], [2.437, -0.915, 1.163], [3.773, -0.500, 1.202], [4.545, -0.711, 2.333], [1.611, -0.639, 0.063], [2.092, -0.909, -1.219], [3.036, -1.869, -1.562], [3.389, -2.047, -2.899], [2.803, -1.277, -3.892], [1.847, -0.317, -3.563], [1.489, -0.149, -2.237], [0.550, 0.759, -1.745], [0.072, 1.680, -2.656], [-0.756, 2.469, -2.024], [-1.424, 3.561, -2.683], [-2.244, 4.376, -1.985], [-2.455, 4.154, -0.589], [-1.813, 3.107, -0.010], [-0.976, 2.272, -0.678], [4.608, -1.484, 4.340], [2.238, -2.226, 4.288], [0.875, -1.879, 2.258], [4.192, -0.005, 0.334], [5.575, -0.376, 2.344], [3.494, -2.471, -0.787], [4.125, -2.800, -3.159], [3.080, -1.422, -4.930], [1.363, 0.293, -4.312], [-1.241, 3.690, -3.742], [-2.748, 5.196, -2.482], [-3.113, 4.780, -0.005], [-1.951, 2.875, 1.042]], "relative_energy_ev": 1.0294, "e_homo_ev": -3.643, "max_force_ev_per_a": 0.8, "total_charge": -1}

[3]
{"formula": "C35H26BrCl4GaN3O7", "method": "ωB97M-V/def2-TZVPD", "symbols": ["Ga", "Cl", "C", "C", "Cl", "C", "Cl", "C", "O", "C", "O", "C", "Cl", "C", "O", "C", "C", "C", "C", "C", "C", "N", "C", "N", "C", "C", "C", "C", "C", "C", "O", "C", "N", "C", "C", "C", "C", "C", "C", "O", "C", "H", "H", "H", "H", "H", "H", "H", "H", "H", "H", "H", "H", "H", "H", "H", "H", "H", "H", "H", "H", "H", "H", "Br", "C", "C", "C", "C", "C", "C", "C", "O", "O", "H", "H", "H", "H"], "coordinates": [[-0.494, -0.229, 1.237], [3.405, -5.434, 2.472], [2.111, -4.428, 1.915], [0.981, -4.990, 1.345], [0.860, -6.707, 1.157], [-0.068, -4.165, 0.914], [-1.495, -4.838, 0.201], [-0.002, -2.792, 1.067], [-0.972, -1.971, 0.691], [1.168, -2.214, 1.631], [1.213, -0.889, 1.699], [2.203, -3.035, 2.040], [3.621, -2.289, 2.697], [-1.134, 1.166, -5.300], [0.148, 0.736, -5.759], [1.258, 1.220, -5.119], [2.283, 1.697, -5.922], [3.446, 2.201, -5.364], [3.577, 2.240, -3.983], [2.573, 1.731, -3.176], [1.410, 1.193, -3.727], [0.414, 0.559, -2.965], [0.153, 0.719, -1.607], [0.362, 1.975, -1.153], [0.097, 2.509, 0.108], [-0.381, 1.758, 1.165], [-0.650, 2.445, 2.357], [-0.455, 3.811, 2.491], [0.044, 4.545, 1.418], [0.323, 3.890, 0.238], [0.784, 4.571, -0.882], [2.024, 5.241, -0.703], [-0.350, -0.201, -0.854], [-0.646, -1.454, -1.447], [-1.986, -1.838, -1.522], [-2.370, -3.037, -2.096], [-1.401, -3.904, -2.586], [-0.067, -3.546, -2.513], [0.320, -2.319, -1.979], [1.635, -1.987, -2.119], [2.321, -1.479, -0.974], [-1.772, 1.213, -6.181], [-1.077, 2.157, -4.845], [-1.566, 0.469, -4.584], [2.137, 1.668, -6.994], [4.241, 2.562, -6.004], [4.474, 2.639, -3.527], [2.710, 1.711, -2.102], [0.121, -0.339, -3.324], [0.646, 2.668, -1.829], [-1.025, 1.886, 3.201], [-0.687, 4.305, 3.426], [0.203, 5.613, 1.493], [1.968, 5.987, 0.091], [2.251, 5.735, -1.645], [2.819, 4.530, -0.462], [-2.721, -1.166, -1.096], [-3.419, -3.302, -2.146], [-1.680, -4.865, -2.998], [0.716, -4.204, -2.865], [3.303, -1.949, -0.952], [1.790, -1.712, -0.059], [2.444, -0.396, -1.041], [-5.234, 0.424, 8.564], [-4.097, 0.010, 7.094], [-2.988, -0.792, 7.302], [-2.176, -1.104, 6.222], [-2.462, -0.611, 4.956], [-3.570, 0.208, 4.776], [-4.401, 0.519, 5.843], [-1.565, -0.990, 3.797], [-0.771, -1.904, 3.925], [-1.750, -0.260, 2.742], [-2.767, -1.173, 8.290], [-1.309, -1.739, 6.347], [-3.774, 0.598, 3.788], [-5.272, 1.144, 5.703]], "relative_energy_ev": 1.7317, "e_homo_ev": -4.682, "max_force_ev_per_a": 2.5, "total_charge": -1}

[4]
{"formula": "C35H26Cl4F3LaNO7PS", "method": "ωB97M-V/def2-TZVPD", "symbols": ["La", "C", "N", "C", "C", "C", "C", "C", "C", "C", "C", "H", "H", "H", "H", "H", "H", "H", "H", "H", "H", "H", "H", "O", "S", "O", "O", "C", "C", "C", "C", "C", "C", "P", "C", "C", "C", "C", "C", "C", "C", "C", "C", "C", "C", "C", "H", "H", "H", "H", "H", "H", "H", "H", "H", "H", "H", "H", "H", "H", "Cl", "C", "C", "Cl", "C", "Cl", "C", "O", "C", "O", "C", "Cl", "F", "C", "F", "F", "C", "O", "O"], "coordinates": [[-0.324, 0.893, -1.124], [3.537, 1.475, -1.301], [2.531, 0.894, -2.160], [2.921, -0.445, -2.575], [2.475, 1.683, -3.371], [1.601, 2.940, -3.359], [2.010, 3.905, -4.257], [1.311, 5.079, -4.350], [0.197, 5.286, -3.610], [-0.282, 4.271, -2.733], [0.417, 3.085, -2.556], [4.586, 1.151, -1.646], [3.351, 1.173, -0.287], [3.459, 2.567, -1.266], [3.804, -0.372, -3.230], [2.053, -0.912, -3.068], [3.049, -1.065, -1.664], [2.148, 1.149, -4.250], [3.566, 2.043, -3.567], [2.945, 3.774, -4.876], [1.672, 5.837, -5.036], [-0.352, 6.195, -3.649], [-1.217, 4.415, -2.179], [1.130, 1.721, 1.074], [0.050, 2.598, 1.552], [0.473, 3.940, 1.877], [-1.127, 2.467, 0.704], [-0.571, 1.855, 3.122], [-0.645, 2.777, 4.175], [-1.260, 2.389, 5.382], [-1.730, 1.065, 5.491], [-1.636, 0.155, 4.419], [-1.011, 0.548, 3.247], [-0.585, -0.525, 1.845], [-1.441, -2.058, 2.317], [-0.888, -3.062, 3.073], [-1.670, -4.221, 3.317], [-2.993, -4.272, 3.004], [-3.592, -3.204, 2.325], [-2.803, -2.115, 1.977], [1.199, -0.890, 2.280], [1.730, -1.827, 1.400], [3.088, -2.176, 1.513], [3.936, -1.377, 2.292], [3.464, -0.269, 2.968], [2.093, -0.078, 2.990], [-0.193, 3.769, 4.017], [-1.381, 3.094, 6.177], [-2.193, 0.697, 6.445], [-2.058, -0.822, 4.505], [0.167, -2.999, 3.428], [-1.194, -4.978, 3.914], [-3.529, -5.154, 3.215], [-4.664, -3.244, 2.095], [-3.222, -1.382, 1.289], [1.045, -2.325, 0.760], [3.455, -2.975, 0.893], [4.996, -1.565, 2.334], [4.100, 0.361, 3.592], [1.717, 0.703, 3.609], [-1.339, -6.313, -1.332], [-1.607, -4.594, -1.219], [-2.895, -4.139, -1.177], [-4.203, -5.275, -1.382], [-3.065, -2.742, -1.102], [-4.740, -2.060, -1.024], [-2.082, -1.763, -1.029], [-2.251, -0.491, -0.949], [-0.747, -2.273, -1.073], [0.249, -1.461, -0.969], [-0.590, -3.642, -1.191], [1.064, -4.227, -1.287], [-3.790, 0.607, -3.918], [-2.709, 1.379, -3.931], [-3.007, 2.401, -4.793], [-2.548, 1.966, -2.712], [-1.412, 0.534, -4.397], [-1.398, 0.198, -5.577], [-0.645, 0.254, -3.441]], "relative_energy_ev": 1.0914, "e_homo_ev": -2.254, "max_force_ev_per_a": 2.4, "total_charge": -2}